DFT (wB97M-V/def2-TZVPD) results for C39H62FeGeIN4O5P2Si3 as an isolated structure.

The geometry in XYZ format:
```
118
Properties=species:S:1:pos:R:3:mulliken_charge:R:1
Fe 0.19691 1.30057 0.78033 0.688
O -2.78691 4.62151 5.13619 -0.577
C -2.11642 3.81398 4.28374 0.554
C -2.56697 2.53641 3.95493 -0.757
C -1.81617 1.80405 3.06026 -0.854
N -0.70097 2.27336 2.52074 1.728
C -0.26026 3.48610 2.84158 0.204
C -0.93806 4.29922 3.72543 -1.065
C 1.02296 3.89917 2.11677 -0.714
O 1.52548 4.97741 2.38455 -0.801
O 1.43331 3.02534 1.26947 0.031
C -2.22646 0.41534 2.58488 -0.176
O -3.13729 -0.16911 3.12623 -0.712
O -1.47928 -0.01694 1.60495 -0.534
H -3.59266 4.18491 5.43377 0.327
H -3.47198 2.10647 4.36684 0.555
H -0.55649 5.28233 3.96166 0.591
C 3.27806 0.93916 2.46635 -1.561
P 1.80966 -0.08330 2.06203 1.906
C 2.49092 -1.27697 0.78638 -0.818
N 2.91692 -2.45522 1.12284 -0.014
C 3.26840 -3.32542 0.13319 0.090
C 3.72952 -4.62062 0.47660 -0.664
C 4.02510 -5.51514 -0.50581 -0.553
C 3.86963 -5.16277 -1.87392 -0.610
C 3.43274 -3.92200 -2.22336 -0.692
C 3.13417 -2.97282 -1.21384 0.213
N 2.73333 -1.71785 -1.56679 0.377
C 2.44350 -0.87982 -0.61931 -0.007
P 2.11343 0.90625 -1.01436 0.333
C 1.31011 0.82091 -2.65304 -0.758
C 3.84754 1.46861 -1.52006 1.731
C 4.89945 1.07705 -0.47640 -1.507
C 4.27938 0.88447 -2.86746 -1.716
C 3.77491 2.99930 -1.59914 -1.846
C 1.59944 -1.04774 3.65089 2.333
C 0.59440 -2.17500 3.41503 -1.765
C 1.00663 -0.06341 4.66595 -2.112
C 2.90677 -1.61682 4.20768 -1.816
H 4.19556 0.35343 2.44112 0.444
H 3.13420 1.35357 3.46362 0.693
H 3.32862 1.77697 1.77726 0.086
H 3.82070 -4.86930 1.52597 0.466
H 4.37420 -6.50643 -0.24844 0.416
H 4.10123 -5.89037 -2.64069 0.421
H 3.30636 -3.62784 -3.25744 0.453
H 1.60081 -0.09194 -3.17369 0.659
H 1.59370 1.68683 -3.25192 0.575
H 0.23265 0.83729 -2.50719 -0.726
H 4.87188 0.01511 -0.22310 0.164
H 4.80018 1.65415 0.43862 0.276
H 5.88934 1.28845 -0.88801 0.625
H 4.23510 -0.20521 -2.87233 0.231
H 5.31436 1.18357 -3.05487 0.544
H 3.67831 1.25557 -3.69585 0.283
H 3.36802 3.42712 -0.67910 0.276
H 3.15172 3.32728 -2.43649 0.306
H 4.77628 3.40987 -1.75517 0.545
H 0.37360 -2.66614 4.36686 0.645
H 0.98952 -2.92587 2.73255 0.217
H -0.33809 -1.78818 3.00597 -0.044
H 0.11842 0.43841 4.27909 0.440
H 1.72322 0.70259 4.96662 0.373
H 0.71595 -0.61690 5.56213 0.574
H 3.38167 -2.29841 3.50632 0.181
H 2.67786 -2.16966 5.12399 0.544
H 3.61358 -0.82812 4.46986 0.360
C -2.85813 -2.99422 1.43100 -0.865
Si -1.94564 -2.80105 -0.18369 0.587
C -0.33098 -3.74677 -0.12179 -0.228
C -2.95235 -3.77078 -1.43799 -1.162
Ge -1.47037 -0.44273 -0.53132 0.502
Si -1.82021 -1.16814 -3.52891 0.745
C -0.38938 -2.36712 -3.64828 -0.399
C -3.35436 -1.89195 -4.29968 -1.304
C -1.41835 0.36971 -4.52946 -1.265
Si -3.82915 0.21259 -0.81898 1.236
C -4.72167 1.00032 0.64179 -1.217
C -3.87436 1.49339 -2.22147 -0.832
C -5.06614 -1.10062 -1.31959 -1.233
H -3.14233 -4.04321 1.56458 0.531
H -3.76126 -2.38203 1.45910 0.154
H -2.25707 -2.69115 2.28395 0.163
H -0.50824 -4.80749 0.08743 0.597
H 0.32603 -3.36196 0.65676 -0.523
H 0.19717 -3.67975 -1.07627 -0.001
H -3.04182 -4.78802 -1.04248 0.468
H -2.46127 -3.84290 -2.40952 0.125
H -3.95823 -3.38693 -1.59149 0.409
H -0.70663 -3.39818 -3.48620 0.428
H 0.39625 -2.14061 -2.92425 -0.479
H 0.04453 -2.29438 -4.65150 0.574
H -3.71304 -2.79607 -3.80805 0.412
H -3.10781 -2.13876 -5.33802 0.489
H -4.16809 -1.16440 -4.31011 0.286
H -0.34422 0.47720 -4.67268 0.368
H -1.79323 1.29059 -4.08125 0.269
H -1.88850 0.26537 -5.51197 0.510
H -4.18892 1.76033 1.21221 0.055
H -5.62421 1.47167 0.24079 0.562
H -5.01350 0.23178 1.35849 0.265
H -2.93395 2.04066 -2.31405 -0.084
H -4.67147 2.22623 -2.05886 0.519
H -4.06863 1.01276 -3.18513 0.382
H -5.19429 -1.85413 -0.53946 0.289
H -4.80920 -1.60819 -2.24878 0.174
H -6.02975 -0.60109 -1.46318 0.385
I -4.25611 5.20122 0.61785 0.026
C -2.40574 4.65316 -0.14275 -0.776
C -1.56628 5.57995 -0.73836 -0.604
C -0.34612 5.13635 -1.21556 -0.779
C -0.00898 3.80290 -1.05686 -0.234
N -0.80771 2.90712 -0.47518 1.691
C -1.99436 3.33613 -0.04655 -1.288
H -1.85743 6.61788 -0.82804 0.445
H 0.35218 5.81413 -1.68568 0.510
H 0.95757 3.44474 -1.38938 -0.168
H -2.63592 2.58966 0.39735 0.232
```

## Properties
Energy above the lowest of the compared OMol25 structures with the same formula, charge and spin ... 0.000 eV
⟨S²⟩ ... 8.77
Kohn-Sham gap (alpha / beta) ... 0.241 / 0.228 Eh
Multiplicity ... 6
LUMO energy (alpha / beta) ... -0.020 / -0.047 Eh
Electronic energy ... -198866.040 eV